238
Properties=species:S:1:pos:R:3:forces:R:3:lowdin_charge:R:1 method="wB97M-V/def2-TZVPD" charge=+3 e_homo_ev=-12.6
Sn 0.194685 -0.290463 0.327123 0.6 -0.1 0.7 1.76
C -3.004946 -2.422596 -4.658966 0.2 -1.4 1.0 -0.03
C -3.377597 -2.664372 -3.107245 -1.3 -0.5 -1.2 -0.03
N -4.373145 -3.915382 -2.834296 0.0 1.0 -1.0 -0.24
C -5.646229 -3.727193 -3.668810 0.1 0.3 0.4 0.01
C -3.822935 -5.231371 -3.284601 1.3 -1.3 -0.4 -0.17
C -2.798473 -6.003071 -2.394769 -0.3 1.2 1.0 -0.04
C -4.766122 -4.030657 -1.353380 0.0 1.2 -1.1 -0.06
C -5.701770 -2.912538 -0.851204 -0.5 -1.5 -0.8 -0.16
O -7.044823 -3.263617 -1.172785 -0.9 0.4 0.6 -0.20
C -7.779831 -3.987225 -0.160001 0.1 -0.1 -1.0 -0.06
H -2.232564 -3.090938 -5.039542 0.3 -0.2 0.7 0.05
H -2.604624 -1.430876 -4.869491 -0.4 0.2 0.5 0.08
H -3.793174 -2.680177 -5.366401 -0.5 0.6 0.4 0.07
H -4.008166 -1.843894 -2.764772 0.3 0.1 -0.1 0.10
H -2.560437 -2.762626 -2.392613 0.2 -0.2 -0.4 0.10
H -6.046093 -2.732250 -3.473113 0.0 -0.2 0.0 0.11
H -6.370613 -4.487294 -3.376229 0.1 0.2 0.2 0.11
H -5.492034 -3.841229 -4.741808 0.5 0.0 0.2 0.10
H -3.355340 -5.047103 -4.251811 -0.1 0.1 0.0 0.12
H -4.669041 -5.888100 -3.486840 -0.1 0.1 0.1 0.13
H -2.180734 -6.736258 -2.913352 -0.4 0.2 -0.4 0.09
H -3.259539 -6.490317 -1.535639 -0.4 -0.3 -0.3 0.07
H -2.115178 -5.324883 -1.883627 0.4 0.3 -0.4 0.05
H -3.826768 -3.935116 -0.808797 0.0 -0.8 0.1 0.12
H -5.342008 -4.955108 -1.396558 0.5 -0.3 0.9 0.14
H -5.459422 -2.015025 -1.420279 -0.1 0.4 0.8 0.12
H -5.593804 -2.867462 0.232506 0.2 0.6 -0.1 0.11
H -8.106576 -3.437215 0.722520 0.9 0.5 0.3 0.09
H -7.212016 -4.895286 0.042787 -0.2 -0.1 0.6 0.07
H -8.753852 -4.268889 -0.560051 0.3 -0.1 -0.6 0.10
C -2.357627 5.660545 -1.254981 1.7 0.6 -0.7 -0.02
C -1.461831 5.680751 -2.591605 -1.4 0.9 0.0 -0.10
N -0.357314 6.766733 -2.688400 -1.1 0.0 2.0 -0.22
C -1.014324 8.225029 -2.589920 1.7 -1.9 -0.2 0.07
C 0.558296 6.575872 -1.433423 1.0 -0.6 -0.7 -0.13
C 1.327366 5.198201 -1.296913 -0.7 0.6 0.0 -0.05
C 0.433022 6.641951 -4.000458 -0.2 -1.6 1.3 -0.10
C -0.076923 7.319874 -5.239099 -0.8 -0.1 -0.4 -0.15
O -1.442627 6.905747 -5.655755 2.6 -0.7 2.9 -0.19
C -2.050415 7.538007 -6.721224 0.7 1.7 -0.8 -0.11
H -2.901396 6.601182 -1.167677 -0.2 -0.1 -0.1 0.07
H -1.746634 5.583279 -0.355631 0.3 0.0 -0.2 0.04
H -3.041435 4.818242 -1.149949 0.0 0.0 -0.8 0.07
H -2.076957 6.050709 -3.411874 -0.4 -0.7 -0.1 0.11
H -1.067176 4.707711 -2.884088 0.2 0.2 0.3 0.08
H -1.383958 8.420980 -1.583402 0.1 -0.3 -0.1 0.10
H -1.795200 8.325346 -3.343765 0.2 -0.1 0.0 0.10
H -0.122086 8.815428 -2.798361 -0.5 0.6 0.0 0.10
H -0.046803 6.770813 -0.548023 -0.1 -0.2 -0.3 0.11
H 1.294458 7.379034 -1.466585 0.0 0.1 -0.2 0.12
H 2.121040 5.321925 -0.560114 -0.1 0.2 0.0 0.08
H 1.790031 4.788631 -2.194859 -0.1 0.5 -0.1 0.06
H 0.714714 4.394883 -0.887736 -0.2 0.2 -0.1 0.05
H 0.608228 5.584464 -4.198216 -0.6 -0.3 0.3 0.13
H 1.437797 6.953744 -3.715297 0.0 0.7 -0.4 0.14
H 0.674995 7.009325 -5.964549 -0.2 0.0 -0.5 0.14
H 0.147272 8.368614 -5.044242 -1.1 0.6 -0.7 0.12
H -1.279978 7.896877 -7.403673 0.0 -0.4 -0.6 0.09
H -2.501222 8.476294 -6.397983 -0.6 0.0 0.1 0.09
H -2.758625 6.867823 -7.208436 0.1 0.1 0.2 0.10
C 5.390710 -3.149580 2.647289 -0.3 -0.3 -1.2 -0.03
C 4.921415 -3.547757 1.158717 0.8 1.2 0.7 -0.09
N 5.984124 -3.402920 -0.011547 -0.3 0.3 0.8 -0.20
C 6.756945 -2.068562 0.114056 -1.0 -0.3 0.3 0.02
C 7.007458 -4.617238 -0.022075 -1.0 0.4 -0.1 -0.09
C 6.529680 -6.015954 0.481667 -0.5 0.4 -0.2 -0.06
C 5.177137 -3.220394 -1.324783 0.3 -1.1 0.0 -0.09
C 4.334302 -4.421553 -1.769900 -0.5 0.1 1.6 -0.20
O 5.091072 -5.532795 -2.165766 0.6 0.2 -1.5 -0.19
C 5.314789 -5.598225 -3.582624 -0.6 0.2 0.1 -0.07
H 4.654646 -3.569311 3.332955 0.1 -0.5 -0.1 0.08
H 5.330509 -2.091029 2.900189 -0.1 0.3 -0.9 0.05
H 6.411008 -3.419599 2.919673 -0.1 -0.6 -0.1 0.07
H 4.104167 -2.864792 0.926867 0.1 0.1 -0.2 0.11
H 4.513600 -4.553280 1.055221 0.4 0.1 0.4 0.10
H 7.405842 -1.881877 -0.741619 0.1 -0.6 0.1 0.11
H 7.288057 -1.989258 1.062602 0.0 -0.4 -0.2 0.10
H 6.004359 -1.280077 0.111467 -0.1 0.1 0.1 0.07
H 7.854964 -4.316993 0.594100 -0.2 0.2 0.0 0.12
H 7.300926 -4.550997 -1.069744 0.3 -0.7 0.1 0.12
H 7.299558 -6.765789 0.299627 0.3 0.3 0.0 0.09
H 5.635377 -6.447945 0.032574 0.0 0.5 -0.5 0.07
H 6.294197 -6.046783 1.545474 0.4 0.4 0.1 0.08
H 5.842325 -3.089603 -2.178319 0.7 0.3 0.4 0.12
H 4.602447 -2.302539 -1.200775 -0.2 -0.2 0.2 0.11
H 3.606073 -4.056053 -2.493906 0.0 -0.1 -0.4 0.12
H 3.740704 -4.812792 -0.943656 -0.2 0.3 0.1 0.13
H 5.960484 -6.445849 -3.812218 -0.1 0.2 0.1 0.10
H 5.698049 -4.683775 -4.035401 0.8 0.3 0.4 0.07
H 4.364260 -5.661704 -4.112308 -0.3 -0.7 0.1 0.08
C 0.462162 2.096569 5.424648 -0.3 0.1 1.1 -0.08
C 1.597460 1.065743 5.425531 -0.7 0.9 -0.7 -0.14
N 2.929078 1.620620 6.020298 -0.4 -2.8 -0.8 -0.18
C 2.605639 2.260352 7.367851 1.3 0.7 -0.7 0.02
C 3.781921 0.317654 6.300488 1.3 -0.8 1.4 -0.14
C 4.259268 -0.695272 5.227166 -1.8 1.6 -1.3 -0.05
C 3.616289 2.537205 4.973033 -0.3 -0.2 0.6 -0.05
C 4.927961 3.064815 5.472222 -1.2 0.5 0.0 -0.20
O 4.594868 4.061701 6.457000 1.5 -0.7 -0.9 -0.19
C 5.784570 4.378418 7.158699 -0.2 0.0 1.4 -0.10
H -0.470638 1.763385 4.969717 0.6 -0.5 -0.7 0.06
H 0.683981 3.081372 5.013482 0.2 -0.1 -0.1 0.07
H 0.124600 2.195515 6.456333 0.2 0.5 0.2 0.07
H 1.724447 0.729627 4.396449 0.7 -0.1 0.1 0.11
H 1.238216 0.230136 6.026196 0.6 -0.1 0.1 0.13
H 2.187269 3.238332 7.129901 -0.1 -0.2 0.3 0.11
H 3.553788 2.427418 7.878934 -0.1 0.0 -0.1 0.10
H 1.975083 1.679385 8.040890 -0.2 -0.4 -0.7 0.11
H 3.227339 -0.231914 7.061078 -0.3 0.2 -0.1 0.12
H 4.728774 0.549294 6.788239 -0.4 1.1 0.4 0.11
H 3.340649 -0.909766 4.681058 0.4 -0.5 -0.6 0.05
H 4.677519 -1.655459 5.529178 -0.2 0.4 0.9 0.09
H 4.980550 -0.218147 4.563688 -0.1 0.0 -0.2 0.07
H 2.929762 3.364576 4.793538 0.0 -0.1 -0.1 0.14
H 3.804485 1.991047 4.048698 -0.5 -0.5 0.1 0.13
H 5.477187 3.485893 4.630109 0.0 0.3 -0.1 0.14
H 5.522394 2.216443 5.811345 0.3 0.2 0.7 0.12
H 6.653897 4.655642 6.562445 -0.3 0.2 -0.4 0.10
H 6.074777 3.516372 7.759327 0.2 -0.3 0.1 0.09
H 5.554543 5.155337 7.887812 0.0 0.2 -0.3 0.10
C 0.612790 -2.380037 -6.295555 -0.1 1.3 -0.8 -0.05
C 1.856796 -2.150411 -5.446978 1.0 -0.7 0.0 -0.14
N 3.077052 -1.375643 -6.114923 0.2 -0.9 -0.3 -0.19
C 2.586313 0.060477 -6.390485 0.8 -1.1 -0.2 0.03
C 4.323721 -1.369619 -5.110253 -2.1 0.4 0.1 -0.12
C 3.916865 -0.733044 -3.805875 0.8 0.2 1.1 -0.08
C 3.504018 -2.144058 -7.435313 0.8 1.5 0.7 -0.03
C 4.959519 -1.780329 -7.951715 -0.9 0.2 0.7 -0.20
O 5.102526 -0.382452 -8.116612 0.8 -0.4 -0.1 -0.21
C 6.429186 0.006574 -8.535308 -0.5 1.4 -0.5 -0.07
H 0.820159 -2.830541 -7.266202 0.1 -0.5 0.2 0.08
H 0.111815 -1.450120 -6.564582 0.1 0.3 0.2 0.07
H -0.174972 -2.918146 -5.768323 0.6 -0.4 0.2 0.07
H 2.262976 -3.131771 -5.201911 0.2 0.0 0.0 0.12
H 1.643376 -1.697864 -4.478611 -0.1 0.4 -0.3 0.10
H 3.364255 0.573118 -6.956271 0.2 0.1 0.6 0.10
H 2.331749 0.423976 -5.394914 0.0 0.5 -0.6 0.07
H 1.728323 0.059225 -7.062750 -0.2 -0.4 0.4 0.10
H 5.164139 -0.828444 -5.544892 -0.3 -0.2 -0.4 0.12
H 4.546655 -2.403197 -4.845448 0.1 -0.1 -0.8 0.11
H 3.546794 0.291390 -3.847129 -0.3 -0.3 -0.1 0.09
H 4.818717 -0.620450 -3.204150 0.4 0.1 -0.1 0.09
H 3.344352 -1.391334 -3.152437 -0.7 0.2 -0.3 0.07
H 2.689914 -1.880076 -8.110327 0.4 -0.2 -0.4 0.12
H 3.507275 -3.213479 -7.224506 -0.2 0.1 0.1 0.13
H 5.192818 -2.343192 -8.855516 -0.5 0.1 -0.4 0.13
H 5.718526 -2.149980 -7.262247 -0.1 -0.1 0.5 0.11
H 6.356938 1.064475 -8.787740 -0.4 0.0 -0.2 0.09
H 6.761980 -0.478646 -9.452860 -0.1 -0.4 0.2 0.10
H 7.220163 0.061209 -7.787325 -0.2 -1.0 0.5 0.09
C -2.119599 -4.203907 1.838854 -0.9 -0.6 1.2 -0.02
C -2.540385 -4.639739 3.341300 0.7 1.5 -0.3 -0.08
N -3.571758 -3.668660 4.005140 -0.5 1.4 0.7 -0.22
C -3.954433 -4.180267 5.416570 -0.5 -0.7 -1.8 0.02
C -2.953405 -2.275656 4.329707 0.7 0.2 -0.4 -0.15
C -3.767564 -1.216676 5.108796 -0.3 -0.6 -0.6 -0.05
C -4.848372 -3.450821 3.116308 1.4 -1.6 1.7 -0.04
C -5.654647 -4.777375 3.037453 0.3 0.7 -1.1 -0.17
O -4.977827 -5.885454 2.402395 0.7 1.7 0.4 -0.20
C -5.870280 -6.911391 2.061397 -1.5 0.6 -0.2 -0.09
H -1.055281 -4.309784 1.628830 0.0 -0.6 0.3 0.07
H -2.245548 -3.145654 1.610084 -0.4 0.2 0.5 0.05
H -2.723641 -4.757697 1.120141 0.2 -0.1 0.0 0.05
H -1.644693 -4.633366 3.962427 0.1 0.8 0.2 0.12
H -2.904706 -5.633032 3.603478 -0.5 0.0 -1.2 0.11
H -4.827822 -3.620214 5.750674 0.6 0.4 0.3 0.10
H -3.039602 -4.171297 6.009107 -0.4 0.2 0.2 0.12
H -4.365894 -5.187051 5.344572 0.5 -0.2 -0.2 0.10
H -2.572936 -1.818336 3.416365 -0.2 -0.3 -0.2 0.10
H -2.051599 -2.490667 4.902952 0.0 -0.2 0.0 0.12
H -4.509923 -0.663386 4.533591 -0.2 -0.4 -0.4 0.07
H -3.064871 -0.424671 5.367739 0.2 -0.3 0.4 0.08
H -4.265079 -1.649963 5.976455 0.3 0.4 0.2 0.07
H -4.557528 -2.960184 2.187442 0.3 -0.7 -0.2 0.11
H -5.437460 -2.668269 3.594521 -0.2 -0.3 0.4 0.13
H -6.477079 -4.361665 2.455305 -0.6 -0.8 -0.5 0.10
H -6.095991 -5.112272 3.976142 0.2 0.2 0.3 0.13
H -6.692988 -6.395702 1.566106 -0.5 -0.4 -0.2 0.06
H -6.278270 -7.370775 2.961741 0.1 -0.4 0.0 0.10
H -5.500244 -7.632126 1.332207 0.6 0.1 0.5 0.10
C -3.962220 7.361835 3.798459 1.5 -0.5 0.2 -0.05
C -3.934906 6.122843 2.764035 -1.1 -0.1 1.4 -0.10
N -3.076529 4.877524 3.106705 0.9 -0.9 2.7 -0.22
C -1.785266 5.399645 3.791706 -0.6 -0.9 -1.1 0.02
C -3.761911 3.998486 4.222912 -1.2 0.7 -0.9 -0.11
C -3.132343 2.676070 4.761635 1.0 1.1 -0.5 -0.03
C -2.694330 3.968936 1.895877 -0.3 1.5 -0.1 -0.04
C -3.863492 3.223158 1.233991 0.2 -0.3 0.5 -0.22
O -4.856956 4.104445 0.800582 -1.0 0.2 -0.7 -0.21
C -5.944090 3.529936 0.000076 0.0 0.7 1.2 -0.03
H -3.009067 7.874784 3.926814 0.4 0.1 -1.2 0.06
H -4.036889 7.213160 4.875683 -0.9 -1.3 0.0 0.07
H -4.688943 8.154821 3.621994 -0.2 -0.5 -0.8 0.08
H -3.684591 6.409376 1.742598 0.2 0.1 0.2 0.12
H -4.936634 5.694910 2.725368 0.0 0.3 -0.2 0.11
H -1.176520 4.507350 3.937816 0.5 0.4 -0.6 0.08
H -1.929006 5.813444 4.789810 -0.7 0.1 -0.3 0.10
H -1.436195 6.163611 3.097002 0.7 -0.3 0.3 0.11
H -4.757371 3.850090 3.804408 0.0 -0.4 0.0 0.12
H -3.913354 4.768389 4.979496 0.1 -0.5 0.5 0.12
H -2.131563 2.911088 5.123979 -0.1 0.1 0.4 0.04
H -2.927402 1.861718 4.066708 -0.6 0.3 -0.6 0.06
H -3.704874 2.259311 5.590264 -0.2 0.4 0.0 0.09
H -1.905084 3.280683 2.198383 -0.1 -0.1 0.3 0.11
H -2.225608 4.740627 1.285236 -0.1 -0.5 -0.5 0.10
H -4.251408 2.474083 1.924299 -0.2 0.1 0.4 0.10
H -3.523050 2.579449 0.422925 0.7 0.3 -0.3 0.13
H -6.234900 2.527484 0.314133 0.6 -0.3 -0.1 0.09
H -5.770226 3.618720 -1.072296 0.3 -0.2 0.1 0.09
H -6.828534 4.110920 0.261442 0.1 0.3 -0.2 0.09
N 0.280159 -3.208366 -1.792426 -0.7 -2.3 -0.9 -0.68
O -0.557400 -3.335329 -0.910444 -2.2 -0.4 1.3 -0.06
O 0.372750 -3.966063 -2.754799 -0.8 -1.3 -1.0 -0.02
O 1.080751 -2.338065 -1.710075 3.5 4.8 1.0 -0.09
N 1.049317 -2.310967 3.448864 2.1 -4.2 -0.3 -0.72
O 1.693272 -2.994466 2.667851 2.6 -1.0 -1.3 -0.03
O 1.180169 -2.418112 4.634713 1.1 0.4 3.7 -0.01
O 0.133478 -1.727568 3.005303 -5.9 5.4 -3.0 -0.11
N 3.861881 0.232373 1.222839 1.4 0.6 1.8 -0.67
O 5.019120 0.590177 1.542344 0.1 -0.2 -0.5 -0.04
O 2.986003 0.183320 2.043369 -2.6 0.3 4.0 -0.08
O 3.531323 -0.123033 0.131808 0.3 -1.3 -5.3 -0.06
N -3.268505 0.126731 1.182168 2.1 -1.7 -0.8 -0.65
O -4.441952 0.079791 1.450096 -1.8 0.6 0.9 0.01
O -2.387225 0.668426 1.845840 0.5 1.9 2.1 -0.10
O -2.820388 -0.509566 0.217120 0.2 -1.3 -2.3 -0.13
N 1.131935 3.151097 1.579463 2.8 -1.4 -2.2 -0.65
O 0.966783 4.315650 1.814729 -0.3 3.2 0.3 -0.01
O 0.465898 2.321902 2.152982 -2.7 -2.9 1.6 -0.10
O 2.010256 2.736054 0.769369 -0.5 0.6 -0.1 -0.05
As -0.337720 1.698773 -3.112884 -0.6 -0.3 -1.4 0.93
F -0.957914 2.351020 -1.594642 0.8 -0.4 -0.6 -0.27
F -1.506739 2.741949 -4.003189 1.0 -1.0 1.1 -0.28
F 0.118476 1.010941 -4.695463 0.2 0.4 1.4 -0.27
F 0.850621 0.592292 -2.222522 -1.1 1.4 -0.6 -0.39
F -1.502363 0.339047 -2.969456 0.8 1.2 0.0 -0.29
F 0.887424 3.006792 -3.296553 -1.2 -1.7 0.4 -0.27

***

17
Properties=species:S:1:pos:R:3:forces:R:3:nbo_charge:R:1 method="wB97M-V/def2-TZVPD" charge=+1 e_homo_ev=-16.2
C -1.908094 0.982436 -0.090451 1.7 0.3 -0.1 -0.62
C -0.624108 0.082178 -0.206974 -1.1 0.4 -1.2 -0.04
C -0.698647 -1.165546 0.634481 0.4 -0.2 0.8 -0.65
N 0.656740 0.862135 0.062472 -1.0 0.7 0.4 -0.71
H -1.832759 1.869454 -0.783481 -0.3 -1.0 0.5 0.22
H -1.946466 1.389471 0.935798 -0.4 -0.3 -0.3 0.22
H -2.761275 0.326638 -0.327079 0.2 0.6 0.2 0.26
H -0.520437 -0.189514 -1.281428 0.0 0.0 0.7 0.21
H -1.096194 -1.041331 1.652529 0.0 0.5 -0.3 0.23
H -1.331366 -1.918329 0.168298 0.2 0.0 -0.2 0.25
H 0.311163 -1.543892 0.786824 0.0 -0.5 -0.2 0.22
H 0.514884 1.804562 -0.311839 0.5 -0.2 -0.6 0.43
H 1.518332 0.354697 -0.295768 -0.4 0.4 0.3 0.48
H 0.749395 1.081569 1.055323 0.2 -0.5 0.2 0.42
H 2.762958 -1.219303 -1.380871 0.1 0.0 -0.1 0.51
H 3.418243 -1.040632 -0.002876 -0.1 0.2 -0.1 0.51
O 2.787630 -0.634600 -0.614964 0.2 -0.3 0.0 -0.96

***

14
Properties=species:S:1:pos:R:3:forces:R:3:nbo_charge:R:1 method="wB97M-V/def2-TZVPD" charge=0 smiles="CSP(=S)=P(=S)SC" e_homo_ev=-8.6
C -3.414663 -1.242476 0.174960 -1.5 1.0 5.2 -0.71
S -2.644236 0.344557 0.692827 0.1 0.1 -0.7 -0.03
P -0.932747 0.449254 -0.552094 -1.0 1.9 0.0 0.47
S -0.120257 2.244176 -0.305267 -0.8 -1.5 0.0 -0.41
P 1.202265 -0.834814 -0.285761 1.0 -0.8 1.4 0.48
S 0.184293 -2.037240 0.912984 0.8 0.7 -0.7 -0.40
S 2.779116 0.055709 0.872399 -0.9 -0.5 -0.5 -0.05
C 3.402759 1.241702 -0.393145 -2.7 2.3 3.6 -0.71
H -2.903243 -1.706922 -0.542133 2.5 -2.1 -2.5 0.22
H -4.423865 -1.176854 -0.153719 -0.8 0.8 -0.3 0.23
H -3.489892 -1.806036 1.183728 0.4 0.4 -1.9 0.23
H 4.151001 0.772126 -0.877953 2.5 -1.0 -1.8 0.21
H 3.675575 2.162498 0.240690 0.0 -1.4 -1.2 0.24
H 2.533893 1.534317 -0.967521 0.1 0.0 -0.5 0.24

***

21
Properties=species:S:1:pos:R:3:forces:R:3:nbo_charge:R:1 method="wB97M-V/def2-TZVPD" charge=+1 e_homo_ev="-11.6 / -11.7"
C -0.053551 -1.033175 1.544300 -2.9 -0.5 0.7 -0.29
C -0.730191 0.390177 1.444523 1.9 0.9 -0.5 -0.21
C 0.350006 1.625643 -0.386564 0.7 -4.9 -5.3 -0.34
C -1.392498 0.044743 -1.153879 -0.3 -2.4 -0.2 -0.45
C 3.018558 -0.770175 -0.733620 -0.8 -1.4 -1.3 -0.79
N 1.188422 -1.285233 0.885438 0.3 2.0 -0.7 -0.75
N -0.932958 0.967705 -0.073370 1.1 0.3 1.6 -0.41
S 1.892143 0.083893 0.448319 1.0 -0.7 0.1 0.91
H -0.082267 -1.315468 2.664045 0.1 0.4 -1.6 0.24
H -0.751113 -1.727540 0.986382 0.2 0.5 1.1 0.21
H -1.730024 0.426665 1.834904 -0.3 -0.3 0.5 0.23
H -0.050307 1.205466 1.961856 -1.6 -1.5 -1.1 0.24
H 0.516584 1.667918 -1.550809 -0.4 0.2 2.5 0.23
H 0.501087 2.473120 0.109441 0.7 3.4 2.1 0.19
H -2.151368 -0.624920 -0.655095 0.7 0.6 -0.9 0.24
H -1.846291 0.574061 -1.999391 0.0 0.3 0.6 0.25
H -0.595241 -0.643784 -1.675170 -1.0 1.5 1.8 0.26
H 2.613416 -0.753692 -1.827435 0.8 0.0 2.1 0.26
H 3.029380 -1.818311 -0.305649 -0.6 1.1 -0.7 0.29
H 4.069041 -0.534817 -0.667178 0.1 1.1 -0.1 0.26
H -1.631031 1.716345 0.098276 0.2 -0.7 -0.5 0.44